1:
Entry from OMol25: a cluster of 5 separate species, CH11O4S in total (the ωB97M-V functional and the def2-TZVPD basis).

Each line ends with the Löwdin spin population.
Element x y z (Å)
1 H -1.22 2.03 1.34  0.0021
2 H 2.06 1.26 -1.10  0.0001
3 O -0.46 1.45 1.43  0.0215
4 H 2.57 1.11 0.33  0.0000
5 H 1.07 0.75 2.01  0.0003
6 O 0.42 -2.29 0.25  0.0043
7 H 1.87 -0.55 1.72  0.0001
8 H -0.67 0.71 0.83  0.0149
9 H -0.34 0.68 -1.68  0.0186
10 S -2.19 -0.54 -0.59  0.8106
11 O 2.89 1.30 -0.59  0.0002
12 H -1.69 0.60 -2.75  -0.0017
13 C -1.18 0.04 -1.96  0.0990
14 H 0.89 -2.42 -0.59  0.0000
15 H -0.58 -0.76 -2.45  0.0249
16 H -0.37 -1.78 0.04  0.0045
17 O 1.94 0.41 1.83  0.0004

net charge	0
molecular weight	119.16	g/mol
frontier orbital gap (spin up / spin down)	10.8 / 7.1	eV
<S²>	0.75
HOMO (spin up / spin down)	-10.53 / -10.37	eV
multiplicity	2

2:
Entry from OMol25: a cluster of 5 separate species, CH11O4S in total (the ωB97M-V functional and the def2-TZVPD basis).

Each line ends with the Löwdin spin population.
Element x y z (Å)
1 S 0.26 1.01 -1.40  0.8288
2 H 1.05 0.79 0.82  0.0015
3 H 2.96 -0.07 -0.01  0.0007
4 H -0.99 -1.10 -1.26  0.0234
5 H 0.24 -1.15 4.09  0.0000
6 C -1.10 -0.08 -0.87  0.0931
7 H 1.68 0.31 2.16  0.0000
8 H -0.14 0.24 3.85  0.0000
9 H -1.72 -0.40 -3.33  -0.0004
10 O 3.23 0.11 -0.91  0.0251
11 O 0.20 -0.32 4.59  0.0000
12 H -3.02 0.25 -3.65  0.0000
13 O -2.63 -0.63 -3.57  -0.0003
14 H -1.18 -0.11 0.22  0.0008
15 H -2.08 0.28 -1.15  0.0108
16 H 2.41 0.43 -1.28  0.0156
17 O 0.84 0.44 1.69  0.0009

net charge	0
molecular weight	119.16	g/mol
frontier orbital gap (spin up / spin down)	10.8 / 7.0	eV
<S²>	0.75
HOMO (spin up / spin down)	-10.52 / -10.14	eV
multiplicity	2

Relative energy table, unit eV: 1 0.000; 2 0.316

1:
Entry from OMol25: a cluster of 2 separate species, C2H5P in total (the ωB97M-V functional and the def2-TZVPD basis).

Each line ends with the Löwdin charge.
Element x y z (Å)
1 C -0.05 0.78 -0.12  -0.4587
2 P 1.55 0.00 0.02  0.7672
3 H 1.78 -0.23 -1.35  -0.1053
4 H -0.16 1.22 1.78  0.1691
5 C -0.17 -0.69 0.00  -0.4973
6 H -0.49 -1.27 -0.86  0.0586
7 H -0.55 1.50 -0.74  0.0257
8 H -0.54 -1.09 0.94  0.0408

net charge	0
molecular weight	60.04	g/mol
frontier orbital gap (spin up / spin down)	8.9 / 8.9	eV
HOMO (spin up / spin down)	-9.09 / -9.09	eV

2:
Entry from OMol25: an isolated molecule of C2H5P (the ωB97M-V functional and the def2-TZVPD basis).

Each line ends with the Löwdin charge.
Element x y z (Å)
1 H -0.77 -1.75 0.56  -0.0332
2 H 2.48 1.11 -0.60  -0.0738
3 H 0.68 1.32 -1.22  0.0400
4 P 1.18 -0.53 0.37  0.7948
5 H -0.57 -1.49 -1.05  0.0290
6 C 1.52 0.72 -0.70  -0.3803
7 C -0.50 -1.01 -0.09  -0.4109
8 H -1.28 -0.28 0.07  0.0344

net charge	0
molecular weight	60.04	g/mol
SMILES string	C=PC
frontier orbital gap	9.6	eV
HOMO	-9.27	eV

3:
Entry from OMol25: a cluster of 2 separate species, C2H5P in total (the ωB97M-V functional and the def2-TZVPD basis).

Each line ends with the Löwdin charge.
Element x y z (Å)
1 P -0.82 0.07 0.94  0.7737
2 H -0.33 -1.41 -0.94  -0.0111
3 H 1.82 0.07 0.20  0.1681
4 H 0.68 1.08 -0.68  -0.0406
5 H -1.99 -1.53 -0.33  -0.0135
6 H 1.11 1.68 0.86  -0.0223
7 C 0.60 0.92 0.33  -0.4522
8 C -1.08 -0.89 -0.38  -0.4021

net charge	0
molecular weight	60.04	g/mol
frontier orbital gap	8.9	eV
HOMO	-9.01	eV

4:
Entry from OMol25: an isolated molecule of C2H5P (the ωB97M-V functional and the def2-TZVPD basis).

Each line ends with the Löwdin charge.
Element x y z (Å)
1 C -1.49 -0.18 -0.07  -0.3294
2 H -2.29 0.41 0.33  -0.0181
3 H -1.60 -1.23 -0.08  -0.0221
4 H -0.16 1.82 0.51  -0.0214
5 C 1.52 -0.22 -0.02  -0.3062
6 H 2.37 0.30 -0.23  -0.0812
7 P -0.02 0.55 0.00  0.8018
8 H 1.70 -1.24 0.25  -0.0235

net charge	0
molecular weight	60.04	g/mol
SMILES string	C=[PH]=C
frontier orbital gap	7.9	eV
HOMO	-7.58	eV

Relative energy table, unit eV: 1 3.123; 2 0.000; 3 1.606; 4 1.772

1:
Entry from OMol25: a cluster of 2 separate species, C6H14NO in total (the ωB97M-V functional and the def2-TZVPD basis).

Each line ends with the Löwdin charge.
Element x y z (Å)
1 H -0.50 1.24 2.53  0.1038
2 C -1.08 -0.74 -2.32  0.1780
3 C 0.36 -0.07 -0.53  -0.2826
4 H -1.50 -3.29 0.92  0.0740
5 H -0.33 -4.10 0.29  0.0728
6 H -0.75 -0.64 1.24  0.1063
7 H -1.26 0.29 -2.58  0.1303
8 H 1.20 1.22 2.22  0.1063
9 H -1.50 -1.52 -2.93  0.1255
10 C 1.30 0.60 -1.18  0.1302
11 C 0.17 -0.15 0.95  -0.1310
12 C 0.16 2.55 0.96  -0.1091
13 H 1.13 2.86 0.55  0.0676
14 H -0.45 2.46 0.06  0.0671
15 H -0.24 3.32 1.61  0.0771
16 H 1.03 -0.68 1.36  0.1247
17 O -0.75 -3.24 0.31  -0.0320
18 H 1.95 1.18 -0.55  0.0873
19 C 0.22 1.22 1.72  -0.2143
20 N -0.38 -1.06 -1.32  0.0892
21 H 1.55 0.58 -2.24  0.0949
22 H -0.32 -2.06 -1.06  0.1339

net charge	+1
molecular weight	116.18	g/mol
frontier orbital gap	9.6	eV
HOMO	-14.10	eV

2:
Entry from OMol25: a cluster of 2 separate species, C6H14NO in total (the ωB97M-V functional and the def2-TZVPD basis).

Each line ends with the Löwdin charge.
Element x y z (Å)
1 C -1.55 -0.10 0.86  -0.1569
2 H 2.24 -0.51 2.09  0.0678
3 H 3.58 -0.42 0.97  0.0882
4 H -4.65 0.74 -2.80  0.0074
5 C 0.61 1.28 0.73  -0.1212
6 C 2.67 -0.97 1.20  -0.0848
7 C -0.38 0.61 1.47  0.2002
8 H 2.16 1.02 -0.73  0.1287
9 H -2.30 -0.53 1.53  0.1507
10 H 0.10 2.13 0.21  0.2058
11 H -3.33 0.04 -2.09  -0.0375
12 H 1.35 1.72 1.40  0.1379
13 C 1.70 -0.96 0.03  -0.2397
14 H 2.97 -1.98 1.47  0.0895
15 O -1.66 -0.13 -0.33  0.1664
16 N -3.82 0.19 -2.97  0.0160
17 H 2.13 -1.47 -0.83  0.1250
18 C 1.29 0.45 -0.42  -0.1310
19 H 0.61 0.38 -1.27  0.1169
20 H 0.80 -1.51 0.31  0.1048
21 H -0.39 0.69 2.56  0.1580
22 H -4.10 -0.69 -3.37  0.0080

net charge	+1
molecular weight	116.18	g/mol
frontier orbital gap	3.9	eV
HOMO	-12.27	eV

Relative energy table, unit eV: 1 0.000; 2 2.460

1:
Entry from OMol25: a cluster of 3 separate species, C6H14NO in total (the ωB97M-V functional and the def2-TZVPD basis).

Each line ends with the Löwdin charge.
Element x y z (Å)
1 H 7.15 0.10 -1.18  0.0004
2 H -4.60 1.40 -2.64  0.1566
3 H -1.37 -1.21 2.81  0.0900
4 C -4.53 1.65 -1.63  0.4025
5 H -2.60 1.17 2.51  0.1266
6 H -1.14 1.80 1.64  0.0968
7 H 5.62 0.59 -0.85  0.0147
8 C -2.02 1.14 1.50  -0.0927
9 O -4.52 1.81 -0.49  0.3254
10 C -1.65 -0.18 1.01  -0.3711
11 H 0.51 -1.72 -0.82  0.1132
12 C -1.07 -0.40 -0.24  -0.1463
13 H -0.92 0.40 -0.97  0.0995
14 C -0.62 -1.69 -0.67  -0.1207
15 N 6.19 -0.13 -1.31  0.0370
16 H 5.78 -0.95 -1.51  -0.0520
17 H -1.95 -2.30 1.49  0.0842
18 H -3.00 -1.05 2.31  0.0951
19 H -1.14 -1.92 -1.60  0.0817
20 H -2.61 1.74 0.75  0.0542
21 C -1.98 -1.27 1.94  -0.0658
22 H -0.87 -2.44 0.12  0.0707

net charge	+1
molecular weight	116.18	g/mol
frontier orbital gap (spin up / spin down)	3.4 / 3.3	eV
HOMO (spin up / spin down)	-10.83 / -10.83	eV

2:
Entry from OMol25: a cluster of 2 separate species, C6H14NO in total (the ωB97M-V functional and the def2-TZVPD basis).

Each line ends with the Löwdin charge.
Element x y z (Å)
1 C 0.89 -2.08 1.39  0.1026
2 C 0.04 1.39 -1.40  -0.4357
3 H 0.66 -3.11 1.17  0.0878
4 H 1.51 -0.22 -1.33  0.0696
5 C 1.01 0.42 -2.05  -0.0279
6 H 0.91 0.27 2.57  0.1724
7 H 1.94 -1.82 1.50  0.0854
8 N 0.25 0.21 1.80  0.2330
9 H -1.59 2.67 -1.52  0.0805
10 H -0.59 0.73 2.04  0.1680
11 H -1.60 -2.56 0.99  0.0942
12 H -1.78 -0.99 0.20  0.0920
13 C -0.09 -1.19 1.49  -0.3499
14 H -2.24 -1.16 1.88  0.0945
15 H 0.48 -0.23 -2.74  0.0906
16 C -1.51 -1.49 1.14  -0.0252
17 C -1.09 1.81 -1.93  0.0903
18 H 1.70 1.00 -2.66  0.0965
19 H -1.48 1.31 -2.81  0.0799
20 H 1.40 2.36 -0.48  0.1240
21 H 0.64 0.70 0.96  0.1212
22 O 0.54 1.99 -0.22  -0.0438

net charge	+1
molecular weight	116.18	g/mol
frontier orbital gap	10.1	eV
HOMO	-13.22	eV

Relative energy table, unit eV: 1 4.337; 2 0.000

1:
Entry from OMol25: an isolated molecule of CH4OS2 (the ωB97M-V functional and the def2-TZVPD basis).

Each line ends with the Löwdin charge.
Element x y z (Å)
1 H 0.28 2.44 1.17  0.1032
2 H -1.85 -0.63 -1.11  -0.1899
3 S -0.77 -0.26 -1.75  0.5872
4 S 1.35 0.51 0.30  0.7484
5 C 0.24 -0.78 -0.21  -0.8507
6 O 0.42 1.43 1.33  -0.5301
7 H -0.52 -1.15 0.81  0.1561
8 H 0.85 -1.58 -0.54  -0.0241

net charge	0
molecular weight	96.18	g/mol
SMILES string	OSCS
frontier orbital gap	9.0	eV
HOMO	-8.57	eV

2:
Entry from OMol25: a cluster of 2 separate species, CH4OS2 in total (the ωB97M-V functional and the def2-TZVPD basis).

Each line ends with the Löwdin charge.
Element x y z (Å)
1 H -0.14 -1.50 -0.57  -0.1709
2 S -1.17 -1.17 0.21  0.8043
3 C -0.82 0.45 -0.27  -0.6034
4 S 1.96 -0.57 0.24  0.1354
5 O -1.19 1.45 0.47  0.0189
6 H 3.10 -0.42 -0.26  -0.4393
7 H -0.26 0.61 -1.21  0.0812
8 H -1.47 1.15 1.40  0.1737

net charge	0
molecular weight	96.18	g/mol
frontier orbital gap (spin up / spin down)	6.2 / 6.2	eV
HOMO (spin up / spin down)	-7.52 / -7.52	eV

Relative energy table, unit eV: 1 0.000; 2 1.119

1:
Entry from OMol25: an isolated molecule of C2H10N4 (the ωB97M-V functional and the def2-TZVPD basis).

Each line ends with the Löwdin charge.
Element x y z (Å)
1 H -1.61 0.01 -1.20  0.0580
2 H 0.04 1.47 0.91  0.0996
3 C 0.62 -0.45 0.11  -0.3790
4 H 2.84 -0.43 0.03  0.0140
5 N -2.23 0.19 0.73  -0.0829
6 H 0.99 -0.80 -1.85  0.0955
7 H 2.38 0.36 1.38  0.0153
8 C 0.16 0.93 -0.02  -0.1425
9 N -1.51 0.65 -0.41  -0.1559
10 H 0.35 -0.97 1.03  0.1259
11 H -2.61 0.98 1.25  0.0600
12 N 0.72 -1.27 -1.00  0.0507
13 H 0.50 1.50 -0.88  0.0970
14 H -3.01 -0.42 0.51  0.0619
15 H 0.11 -2.08 -0.97  0.0913
16 N 2.25 0.33 0.37  -0.0088

net charge	0
molecular weight	90.13	g/mol
SMILES string	NNCC(N)N
frontier orbital gap	8.3	eV
HOMO	-7.26	eV

2:
Entry from OMol25: a cluster of 2 separate species, C2H10N4 in total (the ωB97M-V functional and the def2-TZVPD basis).

Each line ends with the Löwdin charge.
Element x y z (Å)
1 N -0.40 -2.92 1.05  -0.0009
2 H 0.50 -2.67 1.44  0.0618
3 C 0.98 2.55 -0.74  -0.4054
4 C -0.87 -1.90 0.14  -0.3761
5 H 0.70 1.19 -2.21  0.0605
6 H -0.16 -0.41 1.12  0.0575
7 N 0.34 1.48 -1.35  0.0662
8 H -1.82 -2.16 -0.34  0.1123
9 H -0.07 -1.81 -0.56  0.0963
10 H 0.49 3.07 0.09  0.1091
11 H 2.32 3.79 -0.62  0.0243
12 H -1.70 -0.49 1.42  0.0636
13 H -0.38 0.94 -0.82  0.0574
14 N 2.14 2.90 -1.10  0.0315
15 H -1.04 -3.00 1.82  0.0593
16 N -1.04 -0.55 0.66  -0.0173

net charge	0
molecular weight	90.13	g/mol
SMILES string	[H]/N=C/N.NCN
frontier orbital gap	9.8	eV
HOMO	-8.92	eV

3:
Entry from OMol25: a cluster of 2 separate species, C2H10N4 in total (the ωB97M-V functional and the def2-TZVPD basis).

Each line ends with the Löwdin charge.
Element x y z (Å)
1 H -2.59 1.34 2.03  0.0920
2 H -2.06 1.25 -0.35  0.1055
3 C 1.73 -2.57 -1.42  -0.3201
4 H -1.09 3.64 1.26  0.0213
5 H 0.87 -3.26 -1.41  0.1111
6 H -2.46 3.38 0.76  0.0169
7 N -1.55 1.23 1.77  -0.0347
8 H -0.43 1.56 0.00  0.1088
9 H -1.34 0.24 1.72  0.0377
10 N -1.55 3.21 0.56  0.0223
11 H 2.47 -3.39 -3.09  0.0526
12 N 2.09 -1.82 -0.26  0.0667
13 H 2.94 -1.42 -0.19  0.0301
14 C -1.46 1.78 0.40  -0.3718
15 N 2.73 -2.80 -2.24  0.0168
16 H 1.71 -2.35 0.46  0.0449

net charge	0
molecular weight	90.13	g/mol
SMILES string	[H]/N=C/N.NCN
frontier orbital gap	10.1	eV
HOMO	-9.26	eV

Relative energy table, unit eV: 1 3.116; 2 0.000; 3 1.523